Entry 1:
80
Properties=species:S:1:pos:R:3:mulliken_charge:R:1 method="wB97M-V/def2-TZVPD" total_charge=+1 gap_ev=7.6888 fmax_ev_per_a=1.523
Br -0.885 -6.289 3.814 -0.12
S 1.542 -5.868 -0.966 -0.28
P -0.052 -4.909 -0.552 0.75
P 1.072 -1.767 3.855 0.23
O -1.012 -5.602 0.527 -0.55
O 0.707 -2.877 -2.903 -0.41
O -0.834 -1.259 -2.544 -0.05
O -2.758 0.154 -1.661 -0.38
O -2.736 -3.155 -4.360 -0.47
O 0.793 0.202 -0.916 0.71
O -0.986 0.965 1.138 -0.49
O -1.022 -4.648 -1.772 -0.44
O -1.538 -3.706 3.188 -0.43
N -2.127 -1.900 -2.535 0.44
N 0.833 -1.858 2.033 0.40
N -0.262 6.822 2.733 -0.40
N 1.138 0.491 1.841 1.01
C 0.337 -3.259 0.156 0.85
C -4.247 -1.667 -1.280 -1.34
C 0.890 -0.757 1.233 -0.93
C 2.819 -1.296 4.069 -1.15
C -0.695 -4.527 3.080 0.78
C 0.652 2.461 -2.331 1.20
C 0.049 -0.438 4.513 -0.93
C 0.638 -4.299 2.419 -2.33
C -3.017 -1.000 -1.815 0.35
C -2.832 6.413 2.742 -0.74
C -2.490 -0.815 -4.804 -1.05
C 1.871 1.561 -2.644 0.17
C -1.393 6.648 2.738 0.35
C 0.711 -0.883 -0.131 -0.87
C 0.079 2.681 2.403 -1.48
C 0.117 -2.175 -2.152 -0.88
C 0.390 -2.132 -0.667 0.88
C -2.483 -2.059 -3.977 0.47
C 0.967 3.596 -1.349 -1.72
C 0.194 3.096 -3.655 -1.64
C 2.435 1.101 1.483 -1.30
C 0.601 -3.101 1.512 0.94
C 3.215 2.289 -2.627 -1.80
C 1.976 0.322 -1.730 -0.97
C -0.009 1.350 1.720 0.77
H -4.617 -1.057 -0.463 0.43
H -3.041 5.373 2.503 0.25
H 0.046 4.005 -0.937 0.40
H 2.869 0.380 -1.099 0.55
H 1.743 1.198 -3.666 0.71
H 3.496 2.581 -1.614 0.35
H 1.464 4.405 -1.886 0.40
H 2.110 -0.573 -2.340 0.37
H 0.968 -5.172 1.860 0.71
H -0.781 3.261 2.085 0.31
H 1.645 3.304 -0.547 0.24
H -0.005 2.527 3.477 0.33
H 0.994 3.217 2.171 0.44
H 2.386 1.640 0.538 0.13
H -0.633 3.785 -3.496 0.45
H -4.034 -2.675 -0.934 0.28
H -0.989 -0.645 4.258 0.30
H 1.025 3.638 -4.111 0.36
H 3.419 -1.505 3.184 0.30
H -5.000 -1.749 -2.066 0.29
H -1.913 -4.354 -1.531 0.32
H 0.171 -0.479 5.596 0.51
H 2.722 1.808 2.258 0.50
H -2.990 0.000 -4.284 0.34
H 3.192 3.176 -3.256 0.38
H 2.965 -0.263 4.386 0.35
H -3.009 -1.028 -5.733 0.41
H 3.995 1.622 -2.994 0.48
H -1.469 -0.510 -5.028 0.20
H 3.205 0.335 1.442 0.41
H -0.103 2.314 -4.354 0.35
H -3.240 6.642 3.725 0.28
H 1.369 -4.177 3.215 0.64
H -3.311 7.051 2.002 0.27
H -0.620 -6.465 0.739 0.41
H 0.329 0.554 4.183 0.06
H -0.189 1.876 -1.970 -0.13
H 3.186 -1.943 4.864 0.44

Entry 2:
18
Properties=species:S:1:pos:R:3:mulliken_charge:R:1 method="wB97M-V/def2-TZVPD" smiles="N#[N+][C@H]1C=C[C@@H]2CC[C@@H]21" total_charge=+1 gap_ev=8.1115 fmax_ev_per_a=5.635
N -2.605 -0.189 -0.185 0.63
N -3.515 -0.759 -0.038 -0.32
C -0.815 1.611 -0.228 -0.77
C 0.489 1.726 0.154 -0.65
C 0.607 -1.592 0.028 -0.70
C -0.247 -0.584 0.705 -0.41
C 0.999 0.487 0.629 0.11
C 1.446 -0.411 -0.535 -0.81
C -1.294 0.181 -0.162 0.50
H 1.700 0.596 1.465 0.48
H 1.042 -0.016 -1.489 0.26
H -0.731 -0.894 1.667 0.48
H 1.280 -2.054 0.730 0.35
H -0.936 -0.151 -1.207 0.15
H 0.388 -2.414 -0.621 0.35
H 2.564 -0.660 -0.542 0.38
H 0.980 2.652 0.015 0.47
H -1.355 2.471 -0.386 0.50

Entry 3:
12
Properties=species:S:1:pos:R:3:mulliken_charge:R:1 method="wB97M-V/def2-TZVPD" smiles="C=C1N=C1Cl.C" gap_ev=9.7508 fmax_ev_per_a=3.872
Cl -4.336 -0.714 -0.293 -0.12
N -2.005 -0.162 0.984 -0.41
C -0.945 1.711 -0.615 -0.77
C 1.916 -0.266 0.646 -0.85
C -1.714 0.701 -0.174 0.52
C -2.841 -0.068 -0.003 0.31
H 2.051 -0.299 -0.419 0.26
H 1.926 -1.300 1.008 0.29
H -1.004 1.932 -1.672 0.22
H 2.806 0.273 1.203 0.23
H 1.007 0.164 0.861 0.06
H 0.114 1.823 -0.338 0.27

Entry 4:
18
Properties=species:S:1:pos:R:3:mulliken_charge:R:1 method="wB97M-V/def2-TZVPD" smiles="C[C@@H]1[C@H](C=S)[C@H]1B(O)O" gap_ev=8.1639 fmax_ev_per_a=4.237
S 0.484 -3.341 1.915 -0.20
O -1.703 2.599 0.143 -0.54
O 0.330 2.687 1.310 -0.57
C 0.164 -0.676 0.757 0.05
C -0.252 -2.081 0.938 -0.72
C 0.703 -1.059 -1.669 -1.35
C 0.753 -0.183 -0.500 0.56
C -0.524 0.470 -0.079 -0.37
B -0.543 2.014 0.490 0.59
H -1.176 -2.438 0.516 0.35
H 1.602 0.550 -0.482 0.28
H 0.881 -0.547 1.644 0.21
H -0.217 -1.657 -1.593 0.28
H 1.459 -1.867 -1.887 0.34
H -1.473 0.382 -0.728 0.21
H 0.608 -0.472 -2.691 0.27
H -2.109 3.475 0.142 0.32
H 1.011 2.144 1.774 0.30

no.,E_tot (eV),HOMO energy (eV)
1,-150378.433,-11.9
2,-10374.013,-13.7
3,-18254.109,-9.3
4,-20937.534,-8.7